The following is a DFT calculation (ωB97M-V with the def2-TZVPD basis set) of a structure of composition C35H28CrN6O5S.

Cartesian coordinates (Å):
1 Cr 0.50 -1.16 0.67
2 C -4.69 5.00 -1.67
3 C -3.48 4.11 -1.66
4 C -3.45 2.98 -0.86
5 C -2.34 2.15 -0.83
6 C -1.24 2.45 -1.62
7 C -1.25 3.57 -2.43
8 C -2.36 4.40 -2.44
9 S 0.19 1.40 -1.68
10 O 0.40 1.15 -3.08
11 O 1.25 2.03 -0.94
12 N -0.22 0.07 -0.90
13 C -1.08 -0.86 -1.43
14 C -2.01 -0.74 -2.48
15 C -2.82 -1.82 -2.73
16 C -2.72 -2.98 -1.97
17 C -1.76 -3.03 -0.98
18 N -0.95 -2.00 -0.75
19 H -4.93 5.36 -0.67
20 H -5.56 4.47 -2.04
21 H -4.53 5.87 -2.31
22 H -4.30 2.73 -0.24
23 H -2.33 1.27 -0.20
24 H -0.40 3.79 -3.06
25 H -2.37 5.28 -3.07
26 H -2.07 0.17 -3.06
27 H -3.55 -1.76 -3.53
28 H -3.37 -3.83 -2.14
29 H -1.61 -3.91 -0.36
30 C 2.75 -0.02 4.21
31 C 3.89 0.55 3.65
32 C 4.05 0.57 2.28
33 C 3.04 0.04 1.47
34 C 1.86 -0.48 2.00
35 C 1.76 -0.53 3.39
36 C 3.19 -0.13 0.02
37 C 4.19 0.52 -0.75
38 C 4.25 0.30 -2.08
39 C 3.38 -0.65 -2.68
40 C 3.43 -0.97 -4.05
41 C 2.61 -1.92 -4.57
42 C 1.72 -2.62 -3.73
43 C 1.64 -2.31 -2.40
44 C 2.44 -1.29 -1.85
45 N 2.31 -0.96 -0.52
46 H 2.65 -0.08 5.28
47 H 4.67 0.95 4.29
48 H 4.96 0.97 1.85
49 H 0.89 -1.00 3.83
50 H 4.85 1.22 -0.27
51 H 4.97 0.82 -2.70
52 H 4.14 -0.44 -4.68
53 H 2.65 -2.16 -5.63
54 H 1.10 -3.40 -4.13
55 H 0.98 -2.86 -1.75
56 C -1.36 0.98 4.39
57 C -1.53 1.33 2.91
58 C -2.62 2.38 2.78
59 O -0.36 1.90 2.35
60 C -1.93 0.02 2.18
61 O -3.10 -0.30 2.10
62 O -0.96 -0.75 1.77
63 H -1.01 1.86 4.93
64 H -0.63 0.18 4.53
65 H -2.31 0.65 4.81
66 H -2.43 3.18 3.49
67 H -3.60 1.95 2.96
68 H -2.60 2.82 1.78
69 H 0.38 1.29 2.47
70 N 0.96 -3.02 1.23
71 C 1.11 -4.10 1.62
72 C 1.26 -5.39 2.09
73 C 0.22 -6.32 1.87
74 N -0.63 -7.08 1.69
75 C 2.45 -5.78 2.74
76 N 3.43 -6.10 3.28

The spin multiplicity is 2. The charge is -1. As for the frontier orbital gap (spin up / spin down): 7.63 / 7.53 eV.

Mulliken atomic charge list, values in e, 6 entries: number 1, Cr, carries -0.793; number 2, C, carries -1.414; number 3, C, carries 1.064; number 4, C, carries -0.778; number 5, C, carries -0.290; number 6, C, carries 0.130


The following is a DFT calculation (ωB97M-V with the def2-TZVPD basis set) of a structure of composition C35H29Cl3N3O3PdS.

Cartesian coordinates (Å):
1 Pd 0.89 -0.56 -1.30
2 N 1.82 -0.49 0.45
3 C 2.62 -1.50 1.00
4 C 3.01 -1.33 2.35
5 C 3.81 -2.27 3.00
6 C 4.23 -3.39 2.30
7 C 3.87 -3.56 0.96
8 C 3.09 -2.61 0.25
9 C 2.79 -2.86 -1.20
10 C 3.65 -3.63 -2.02
11 C 3.33 -3.93 -3.35
12 C 2.15 -3.45 -3.92
13 C 1.31 -2.66 -3.15
14 C 1.63 -2.38 -1.82
15 H 1.11 -0.16 1.13
16 H 2.27 0.44 0.46
17 H 2.68 -0.46 2.91
18 H 4.09 -2.13 4.04
19 H 4.84 -4.15 2.80
20 H 4.21 -4.47 0.47
21 H 4.59 -4.01 -1.63
22 H 4.00 -4.55 -3.94
23 H 1.90 -3.69 -4.95
24 H 0.39 -2.26 -3.57
25 Cl -3.48 1.83 6.86
26 C -3.80 1.27 5.27
27 C -2.79 0.65 4.54
28 C -3.05 0.21 3.24
29 C -4.31 0.36 2.64
30 C -4.58 -0.10 1.21
31 C -4.06 -1.50 0.78
32 N -2.64 -1.65 0.55
33 C -1.77 -2.42 1.27
34 C -0.55 -2.25 0.66
35 N -0.67 -1.44 -0.43
36 C -1.95 -1.15 -0.52
37 O -4.39 0.86 0.17
38 C -3.33 1.81 0.28
39 C -3.74 3.07 0.98
40 C -4.83 3.85 0.68
41 Cl -6.00 3.59 -0.56
42 S -5.01 5.21 1.68
43 C -3.59 4.82 2.54
44 C -3.00 3.67 2.06
45 C -5.31 1.01 3.40
46 Cl -6.90 1.31 2.79
47 C -5.06 1.45 4.71
48 H -1.80 0.52 4.97
49 H -2.21 -0.22 2.69
50 H -5.66 -0.29 1.17
51 H -4.54 -1.79 -0.16
52 H -4.35 -2.25 1.53
53 H -2.08 -2.99 2.14
54 H 0.40 -2.68 0.95
55 H -2.41 -0.57 -1.30
56 H -3.04 2.08 -0.74
57 H -2.44 1.36 0.74
58 H -3.25 5.45 3.35
59 H -2.08 3.26 2.48
60 H -5.84 1.95 5.28
61 O 0.97 1.50 -3.42
62 C 2.13 1.16 -3.03
63 O 2.38 0.30 -2.13
64 C 3.31 1.84 -3.69
65 C 4.63 1.52 -3.32
66 C 5.72 2.15 -3.93
67 C 5.51 3.10 -4.92
68 C 4.21 3.43 -5.31
69 C 3.12 2.80 -4.70
70 H 4.79 0.77 -2.54
71 H 6.73 1.88 -3.63
72 H 6.35 3.59 -5.40
73 H 4.03 4.17 -6.08
74 H 2.10 3.06 -4.99
75 H -0.16 0.52 -2.08

The charge is +1. As for the frontier orbital gap (spin up / spin down): 5.83 / 5.84 eV.

Mulliken atomic charge list, values in e, 6 entries: number 1, Pd, carries -1.272; number 2, N, carries 0.110; number 3, C, carries 0.517; number 4, C, carries -0.763; number 5, C, carries -0.598; number 6, C, carries -0.808


The following is a DFT calculation (ωB97M-V with the def2-TZVPD basis set) of a structure of composition C35H29InN10O4S.

Cartesian coordinates (Å):
1 In -0.21 -0.76 -0.16
2 C 3.40 -2.47 -2.79
3 C 2.24 -1.72 -2.22
4 N 1.66 -2.02 -1.12
5 N 2.22 -3.02 -0.39
6 C 1.40 -3.59 0.48
7 N 1.98 -4.49 1.31
8 S -0.29 -3.32 0.65
9 C 1.72 -0.53 -2.93
10 C 2.31 -0.05 -4.10
11 C 1.77 1.06 -4.73
12 C 0.64 1.65 -4.19
13 C 0.13 1.13 -3.02
14 N 0.66 0.09 -2.40
15 H 3.50 -3.43 -2.29
16 H 4.33 -1.92 -2.65
17 H 3.27 -2.63 -3.86
18 H 2.94 -4.74 1.14
19 H 1.40 -5.08 1.87
20 H 3.18 -0.54 -4.52
21 H 2.22 1.44 -5.64
22 H 0.17 2.51 -4.65
23 H -0.75 1.56 -2.54
24 C -2.63 3.13 1.39
25 C -3.77 3.09 0.59
26 C -3.92 2.07 -0.33
27 C -2.92 1.10 -0.45
28 N -1.83 1.16 0.31
29 C -1.69 2.14 1.20
30 C -3.00 -0.05 -1.39
31 C -4.09 -0.20 -2.25
32 C -4.16 -1.28 -3.12
33 C -3.13 -2.21 -3.13
34 C -2.05 -2.06 -2.28
35 C -1.96 -0.99 -1.40
36 H -2.48 3.90 2.12
37 H -4.54 3.85 0.69
38 H -4.80 2.03 -0.95
39 H -0.77 2.12 1.78
40 H -4.91 0.51 -2.24
41 H -5.01 -1.39 -3.78
42 H -3.18 -3.06 -3.81
43 H -1.27 -2.82 -2.28
44 C -3.08 -1.49 2.82
45 C -1.69 -1.09 3.14
46 N -0.80 -0.69 2.26
47 C 0.36 -0.47 2.94
48 C 0.17 -0.72 4.27
49 N -1.14 -1.11 4.37
50 C 1.00 -0.64 5.49
51 O 2.23 -0.22 5.34
52 O 0.52 -0.94 6.56
53 C 1.59 -0.10 2.19
54 O 2.61 0.23 2.80
55 O 1.49 -0.13 0.92
56 H -3.37 -1.05 1.86
57 H -3.78 -1.17 3.59
58 H -3.14 -2.58 2.72
59 H -1.57 -1.38 5.24
60 H 2.43 -0.02 4.37
61 N 9.19 4.46 -2.87
62 C 8.10 4.30 -2.56
63 C 6.73 4.10 -2.18
64 C 5.91 5.19 -1.91
65 C 4.60 5.00 -1.55
66 C 4.08 3.71 -1.45
67 C 4.90 2.61 -1.72
68 C 6.22 2.81 -2.07
69 N 2.74 3.51 -1.08
70 C 1.70 4.42 -1.18
71 C 0.59 3.76 -0.75
72 N 0.91 2.47 -0.40
73 C 2.19 2.36 -0.59
74 H 6.32 6.19 -1.99
75 H 3.98 5.86 -1.32
76 H 4.51 1.61 -1.67
77 H 6.85 1.96 -2.28
78 H 1.83 5.41 -1.56
79 H -0.42 4.12 -0.70
80 H 2.77 1.48 -0.36

As for the frontier orbital gap: 7.60 eV.

Mulliken atomic charge list, values in e, 6 entries: number 1, In, carries 1.659; number 2, C, carries -2.067; number 3, C, carries 0.360; number 4, N, carries 1.508; number 5, N, carries -1.824; number 6, C, carries 0.620